(1)
28
Properties=species:S:1:pos:R:3:forces:R:3 method="wB97M-V/def2-TZVPD" multiplicity=1 total_charge=0 homo_ev=-8.091 de_lowest_kj_mol=0.0 lumo_ha=0.0217 smiles="CC(=O)Nc1c(Cl)n(C(C)=O)c2ccccc12" orbital_gap_ev=8.7 mol_weight_g_mol=250.69
C -4.620483 -0.807667 0.109933 -0.065 0.214 -0.150
C -3.363761 -0.072287 -0.305150 -0.413 -0.307 0.009
O -3.333367 0.812481 -1.123412 -0.048 0.053 -0.190
N -2.251399 -0.527027 0.351734 0.450 -0.171 0.294
C -0.960302 -0.032069 0.173398 0.198 0.718 -0.213
C -0.566628 1.271302 0.080658 -0.457 -0.323 0.065
N 0.822672 1.350691 -0.075930 -0.416 -0.105 -0.055
C 1.518415 2.562898 -0.189921 0.386 0.246 -0.050
O 0.983193 3.551574 -0.613175 0.174 -0.016 -0.030
C 2.943977 2.553383 0.295879 -0.010 0.166 0.036
H 3.616061 2.350833 -0.535886 0.057 -0.055 -0.033
H 3.171390 3.552287 0.662242 -0.050 -0.006 -0.031
H 3.099248 1.823604 1.084114 0.084 -0.065 0.015
C 1.311436 0.046234 -0.100750 -0.125 -0.542 0.103
C 2.585411 -0.459499 -0.317890 0.137 0.006 -0.031
C 2.755134 -1.832477 -0.318536 0.061 0.064 0.005
C 1.686315 -2.703026 -0.127821 -0.044 -0.121 0.012
C 0.408893 -2.215764 0.047781 0.034 0.128 -0.013
C 0.219232 -0.837763 0.054188 0.225 0.296 -0.027
H -0.429180 -2.886678 0.162266 -0.090 -0.083 -0.003
H 1.861036 -3.768073 -0.135650 0.008 -0.093 -0.007
H 3.743076 -2.236469 -0.479045 0.090 -0.015 -0.016
H 3.436276 0.172914 -0.499981 0.067 0.080 0.006
Cl -1.526501 2.655269 0.269540 -0.106 -0.085 0.236
H -2.326330 -1.368948 0.903166 -0.130 0.161 -0.024
H -4.781917 -0.696941 1.179962 -0.031 -0.039 0.089
H -4.533277 -1.866352 -0.125880 -0.004 -0.109 0.016
H -5.468633 -0.392431 -0.425830 0.018 0.002 -0.014



(2)
26
Properties=species:S:1:pos:R:3:forces:R:3 method="wB97M-V/def2-TZVPD" multiplicity=1 total_charge=0 homo_ev="-8.673 / -8.673" de_lowest_kj_mol=57.8 lumo_ha="-0.0377 / -0.0377" smiles="C=CCCN1C(=O)c2ccccc2C1=S" orbital_gap_ev="7.6 / 7.6" mol_weight_g_mol=217.29
C 3.206325 1.241024 1.007669 -1.167 -1.202 -0.986
C 3.254301 1.410885 -0.406800 1.267 0.759 2.608
C 2.285935 0.445792 1.648699 -1.972 -0.606 -1.505
C 2.269775 0.970514 -1.255417 0.588 -0.415 1.627
C 1.351353 -0.096656 0.746985 -0.142 0.038 0.060
C 1.321822 0.147985 -0.629886 -1.036 -0.500 0.116
C -2.773834 0.344160 -0.441138 -1.371 1.844 -1.019
C -2.762474 -0.881678 0.407716 0.110 -0.481 -0.484
C 0.190081 -0.981534 1.113430 1.594 -0.165 -0.730
C -1.838980 1.291095 -0.626379 -0.735 -1.322 1.721
C -1.764139 -1.910611 -0.104544 1.606 -0.443 0.175
C 0.129641 -0.614911 -1.175163 0.347 -0.884 -1.584
N -0.378463 -1.402779 -0.099582 -0.389 1.727 -0.684
O -0.105995 -1.365066 2.209920 -0.525 -0.004 0.262
S -0.322525 -0.653627 -2.816885 0.690 -0.139 2.654
H 3.858409 1.748682 1.609822 2.033 1.228 1.126
H 4.184031 1.965537 -0.627373 -0.989 -0.094 -0.930
H 2.078037 0.233866 2.701319 0.728 0.395 -0.224
H 2.402803 1.343682 -2.226961 -0.742 -0.386 -1.571
H -3.740753 0.514593 -1.014304 1.307 -0.382 0.564
H -2.587861 -0.719152 1.496469 -0.057 0.013 -0.825
H -1.983516 2.126641 -1.246336 -0.386 0.755 -0.926
H -0.931075 1.347301 -0.044616 0.166 -0.191 0.089
H -1.844199 -2.719028 0.610112 0.463 -0.457 0.029
H -1.812607 -2.337029 -1.111054 -1.020 0.402 0.077
H -3.686094 -1.449685 0.274299 -0.371 0.509 0.362



(3)
24
Properties=species:S:1:pos:R:3:forces:R:3 method="wB97M-V/def2-TZVPD" multiplicity=1 total_charge=0 homo_ev=-8.521 de_lowest_kj_mol=938.6 lumo_ha=0.0256 orbital_gap_ev=9.2 mol_weight_g_mol=156.23
C 3.736312 -0.318936 -1.209851 -0.163 2.883 1.020
C 2.300699 -0.441860 -0.666210 4.761 -7.051 -1.856
C 1.890952 -1.834508 -0.420862 -5.876 5.338 2.633
C 0.656331 -2.126814 0.124365 -2.237 -0.820 -1.221
C -0.376565 -1.049134 0.207717 2.129 -2.950 0.757
C -1.648125 -1.375395 0.647307 -1.667 -0.296 2.484
C -2.519685 -0.241800 0.910851 12.077 -0.022 -4.910
C -2.056406 1.134517 0.595062 -3.771 -1.314 -0.408
C -3.161901 2.227411 0.749918 -2.362 -1.311 1.048
C -0.860378 1.340745 0.011616 4.419 1.713 0.955
C 0.050304 0.228816 -0.017346 0.450 2.233 -2.320
C 1.389538 0.405069 -0.571094 -2.680 9.006 -0.128
H 3.762618 -0.937823 -2.472890 0.640 2.097 4.495
H 4.356624 -0.596715 -0.168275 -0.769 -0.112 -3.625
H 3.920193 1.061009 -1.131670 -0.307 -4.325 -1.102
H 2.337834 -2.655403 -0.485286 5.269 -6.169 -1.170
H 0.159058 -3.307773 0.280686 2.044 3.588 -0.422
H -1.661900 -2.624372 1.031073 -0.952 4.113 -1.258
H -3.359309 -0.315733 1.239900 -9.803 -1.085 3.898
H -3.333247 2.921054 -0.115694 0.559 -0.778 0.809
H -2.876336 2.803685 1.686297 -0.958 -0.446 -1.110
H -4.457066 1.620597 0.899525 4.284 1.959 -0.207
H -0.183582 2.391403 -0.098243 -2.781 -2.609 -0.019
H 1.934039 1.691959 -1.026895 -2.305 -3.642 1.656



(4)
37
Properties=species:S:1:pos:R:3:forces:R:3 method="wB97M-V/def2-TZVPD" multiplicity=1 total_charge=+1 homo_ev=-10.920 de_lowest_kj_mol=0.0 lumo_ha=-0.1121 orbital_gap_ev=7.9 mol_weight_g_mol=506.53
Al 0.166909 0.244829 0.367272 -0.081 -0.048 -0.034
Cl 2.138786 1.376547 1.575552 0.036 0.032 0.009
C 2.370705 2.792839 0.553635 0.005 -0.025 0.027
C 3.488249 3.561581 0.807788 -0.002 0.007 -0.007
C 3.709899 4.675510 0.015953 0.003 0.000 0.001
C 2.822422 4.988760 -0.998870 -0.002 0.002 0.000
C 1.712246 4.192223 -1.228978 -0.002 -0.001 -0.003
Cl 0.636393 4.630704 -2.504105 0.001 0.000 -0.001
C 1.449325 3.055108 -0.454323 -0.002 0.019 -0.013
S 0.004388 2.103337 -0.790952 0.010 0.007 0.005
H 4.167545 3.292493 1.603891 -0.001 0.000 0.000
H 4.576227 5.297475 0.190732 -0.001 0.000 -0.001
H 2.981496 5.854548 -1.625764 0.000 0.000 0.001
C -4.094986 -1.086968 -0.724946 -0.001 0.007 0.003
O -3.694975 -0.590144 0.590058 0.011 0.003 -0.004
C -2.462674 -0.265886 0.759114 -0.025 -0.011 -0.021
O -1.571183 -0.338421 -0.114415 0.039 -0.018 0.010
N -2.165496 0.209149 1.985877 -0.011 0.083 -0.005
N -0.806651 0.461764 2.217835 0.021 -0.001 0.029
H -5.153605 -1.290395 -0.625097 -0.001 0.001 -0.001
H -3.541515 -1.994831 -0.946851 0.002 -0.004 0.002
H -3.906335 -0.317636 -1.468149 0.001 -0.001 -0.002
H -2.828266 0.169144 2.746048 0.006 -0.043 0.011
H -0.431744 -0.205689 2.893895 0.007 -0.003 -0.007
H -0.680529 1.409929 2.567802 -0.016 0.006 0.008
C 1.843381 -3.892222 -2.261974 0.005 -0.001 -0.001
S 0.230074 -3.084748 -2.409352 -0.005 0.004 0.002
C -0.397413 -3.303908 -0.784399 0.014 -0.009 0.017
C 0.056015 -2.734552 0.342948 0.001 0.008 -0.024
S 1.395184 -1.593684 0.487460 0.011 -0.023 -0.007
S -0.861714 -3.059550 1.794435 0.000 0.016 0.008
C -2.203153 -3.883488 1.037777 -0.009 -0.027 -0.003
S -3.574669 -4.277579 1.815345 0.002 0.004 0.004
S -1.860647 -4.252053 -0.627608 -0.013 0.015 -0.005
H 2.276031 -3.864836 -3.260418 0.001 0.000 0.001
H 1.721289 -4.926868 -1.952641 0.000 0.001 -0.001
H 2.489003 -3.352472 -1.574565 -0.001 0.003 0.003



(5)
38
Properties=species:S:1:pos:R:3:forces:R:3 method="wB97M-V/def2-TZVPD" multiplicity=2 total_charge=-2 homo_ev="-0.620 / -0.141" s2=0.760 de_lowest_kj_mol=150.6 lumo_ha="0.1585 / 0.1585" orbital_gap_ev="4.9 / 4.5" mol_weight_g_mol=565.43
V 0.012222 -0.553001 0.236821 -0.980 0.965 -0.900
F -3.131020 1.986272 6.059818 0.109 -0.256 -0.553
C -2.883096 1.593590 4.780443 -0.012 -0.092 -0.299
C -1.939235 0.595556 4.498261 -0.269 0.349 0.596
F -1.314005 -0.027175 5.520688 -0.131 0.282 -0.299
C -1.675606 0.250538 3.192008 0.111 -0.395 -1.128
F -0.745888 -0.702775 2.919446 -0.697 0.652 0.777
C -2.353544 0.831295 2.092324 -0.600 0.345 1.436
S -2.000409 0.472731 0.459047 -0.511 0.509 -0.610
C -3.340614 1.789756 2.423503 0.484 -0.581 -0.478
F -4.074793 2.351636 1.436169 0.199 -0.054 0.408
C -3.587780 2.172530 3.719092 -0.019 0.105 0.818
F -4.532708 3.110397 3.982318 0.285 -0.255 -0.001
S 3.295946 -3.529959 0.725916 -0.036 -0.423 0.669
As 2.274259 -1.997707 -0.267124 1.107 -0.571 -0.394
S 2.074244 -0.184175 1.000399 0.994 0.422 0.584
S 0.154221 -2.576764 -0.680973 -0.125 -1.116 -0.226
S 3.286353 -1.582255 -2.060696 0.172 0.255 -0.627
C 1.026624 0.890762 -2.945169 0.254 -0.145 -0.080
C 0.833824 1.376625 -4.397987 0.029 0.119 -0.048
N -0.575796 1.678016 -4.649931 -0.080 0.146 -0.431
C -1.012436 2.717091 -3.723306 0.034 0.022 -0.084
C -0.788390 2.260524 -2.261379 -0.127 0.117 0.172
N -0.258240 0.900298 -2.249022 0.005 -0.220 0.364
C -1.198542 0.018746 -2.939562 -0.109 -0.264 -0.033
C -1.361578 0.472695 -4.407593 -0.084 0.048 -0.045
H 1.711185 1.548395 -2.400543 -0.005 -0.216 0.030
H 1.442630 -0.121304 -2.924809 -0.017 0.225 0.186
H 1.152519 0.617491 -5.116279 0.012 -0.012 0.008
H 1.410876 2.283313 -4.598516 0.023 0.027 -0.035
H -2.070136 2.921316 -3.917073 0.007 0.002 0.002
H -0.451778 3.624520 -3.962119 0.008 0.065 0.072
H -1.724717 2.270660 -1.698090 0.106 0.038 0.051
H -0.068746 2.906745 -1.749358 -0.080 -0.051 0.030
H -2.149992 0.067388 -2.400022 0.056 -0.097 -0.035
H -0.816781 -1.005632 -2.885919 -0.054 0.145 0.125
H -2.405281 0.706029 -4.641049 -0.013 -0.077 -0.031
H -1.016144 -0.296284 -5.103466 -0.047 -0.010 0.008



(6)
32
Properties=species:S:1:pos:R:3:forces:R:3 method="wB97M-V/def2-TZVPD" multiplicity=1 total_charge=0 homo_ev=-10.129 lumo_ha=-0.0761 smiles="O=C1C=CC(=O)C=C1.O=C1C=CC(=O)C=C1.N[Si@@H](O)Br" orbital_gap_ev=8.1 mol_weight_g_mol=358.22
N 1.054641 -2.677194 0.548083 -1.816 0.359 -1.380
Si -0.494550 -3.633337 0.584896 -0.323 1.970 0.021
O -1.944601 -2.634801 0.528404 2.634 -1.113 -1.461
Br -0.356386 -5.234410 -1.040006 -0.156 0.649 0.522
H 1.658988 -2.959654 -0.257650 -0.677 0.526 0.939
H 0.782272 -1.658824 0.413561 0.712 -1.567 0.127
H -0.506441 -4.318338 1.881189 -0.338 -0.084 -0.155
H -1.975757 -2.065276 -0.300310 -0.028 -0.760 1.574
C 4.053871 -0.684722 1.913333 0.151 -0.074 0.440
C 4.162795 -0.268681 3.178786 0.071 -0.310 -0.363
C 3.641753 1.046639 3.600284 0.106 0.235 0.942
O 3.742796 1.429083 4.757884 -0.079 -0.237 -0.808
C 2.994615 1.883208 2.570153 -0.163 0.088 -0.481
C 2.885691 1.467167 1.304700 -0.078 0.323 0.353
C 3.406733 0.151847 0.883203 -0.038 -0.324 -0.763
O 3.305690 -0.230597 -0.274398 0.011 0.248 0.670
H 4.431290 -1.646262 1.587382 -0.052 0.033 -0.023
H 4.634106 -0.870940 3.946228 -0.031 0.050 -0.004
H 2.617196 2.844748 2.896104 0.022 -0.031 0.029
H 2.414380 2.069426 0.537258 0.023 -0.041 0.001
C -2.580697 2.370843 -3.241449 0.428 -0.184 0.194
C -1.948383 1.532728 -2.414366 0.028 0.339 -0.260
C -2.697150 0.599732 -1.549450 0.229 -0.335 0.334
O -2.119282 -0.166329 -0.790681 -0.204 0.404 -0.556
C -4.170817 0.627644 -1.635064 -0.374 0.132 -0.155
C -4.803131 1.465759 -2.462148 -0.001 -0.358 0.341
C -4.054364 2.398754 -3.327064 -0.510 0.650 -0.644
O -4.632232 3.164815 -4.085833 0.439 -0.568 0.567
H -2.046657 3.062042 -3.881992 -0.045 -0.014 0.000
H -0.867978 1.499648 -2.340547 -0.032 -0.029 0.016
H -4.704857 -0.063555 -0.994522 0.045 0.002 0.005
H -5.883536 1.498838 -2.535967 0.045 0.022 -0.021



(7)
46
Properties=species:S:1:pos:R:3:forces:R:3 method="wB97M-V/def2-TZVPD" multiplicity=1 total_charge=0 homo_ev=-9.806 lumo_ha=0.0000 smiles=ClC(Cl)Cl.ClC(Cl)Cl.ClC(Cl)Cl.ClC(Cl)Cl.ClC(Cl)Cl.ClC(Cl)Cl.ClC(Cl)Cl.c1ccncc1 orbital_gap_ev=9.8 mol_weight_g_mol=914.75
N -0.038719 -1.877438 0.660042 -0.456 1.328 -0.050
C 1.241922 -2.037867 0.263886 -2.416 1.030 -0.240
C 1.901238 -0.970806 -0.294300 2.378 -2.057 -0.086
C 1.418499 0.277620 -0.353055 -0.890 1.305 -0.292
C 0.103710 0.495625 0.028139 -0.346 -0.811 1.134
C -0.614932 -0.608143 0.552997 1.983 -1.586 -1.158
H 1.678678 -3.023856 0.205113 -0.189 -0.121 0.508
H 2.880092 -1.232517 -0.668126 0.322 0.482 -0.078
H 2.037583 1.057257 -0.771750 -0.044 0.209 -0.007
H -0.281596 1.504446 0.013394 -0.442 -0.117 -0.165
H -1.687079 -0.601290 0.682803 0.134 0.244 0.521
C -1.646483 4.914001 0.871472 -1.026 0.249 0.546
Cl -0.997065 3.575753 1.721531 0.354 -1.419 0.885
Cl -3.461329 4.776571 0.896356 0.850 0.372 -0.175
Cl -0.999235 4.926770 -0.730678 0.010 0.403 -0.607
H -1.335084 5.773735 1.464757 -0.374 0.240 -0.585
C -4.457613 -0.649745 -1.599972 0.549 0.252 1.073
Cl -4.500491 -2.226710 -0.712791 -0.065 1.113 -0.731
Cl -3.671201 0.653329 -0.501217 -1.047 -1.017 -0.993
Cl -6.064409 -0.167653 -2.169660 0.761 -0.139 0.325
H -3.758048 -0.735200 -2.431485 -0.366 -0.066 0.151
C 2.268086 4.929562 -3.466178 0.042 -0.250 -0.122
Cl 1.340721 6.346001 -2.838189 0.563 -1.146 -0.390
Cl 1.803055 4.486873 -5.138977 -0.282 0.049 0.778
Cl 2.210428 3.468744 -2.337314 -0.193 1.393 -1.171
H 3.305444 5.229179 -3.615238 -0.220 -0.076 0.714
C -3.706009 -2.205479 3.942862 0.051 0.569 0.913
Cl -4.220840 -3.672694 4.793704 -0.424 -0.023 -0.711
Cl -3.122297 -2.440244 2.311566 -0.135 -0.273 0.211
Cl -2.492242 -1.492362 4.988930 1.097 0.457 0.209
H -4.443009 -1.403387 3.982568 -0.526 -0.799 -0.508
C 2.656989 3.523925 1.419270 0.263 -0.889 -0.879
Cl 4.065480 3.948841 0.425199 0.214 0.041 0.304
Cl 2.041793 4.892564 2.255843 -0.086 0.699 0.514
Cl 3.038571 2.168535 2.500134 -0.095 0.253 -0.097
H 1.918443 3.174528 0.697771 -0.080 0.041 0.317
C -0.954841 -5.325315 0.602700 1.051 0.633 0.176
Cl 0.643124 -5.697028 -0.148131 -0.353 -0.159 0.395
Cl -1.581182 -6.626010 1.570956 0.051 -0.354 0.198
Cl -2.049069 -4.864016 -0.638977 -0.828 0.227 -0.777
H -0.795585 -4.443191 1.222861 0.052 -0.211 0.023
C 3.980750 -3.543122 -1.957707 -0.185 0.684 0.937
Cl 4.283181 -4.631769 -3.255125 0.605 -0.717 -0.237
Cl 5.140765 -2.145151 -1.939680 -0.628 -0.913 0.017
Cl 3.929084 -4.333014 -0.286633 0.211 0.573 -1.592
H 2.990724 -3.169851 -2.219672 0.158 0.296 0.803